# 1
{
  "formula": "C36H31BrN3O3PtS2Sb",
  "method": "the ωB97M-V functional and the def2-TZVPD basis",
  "spin_multiplicity": 1,
  "orbital_gap_ha": 0.1150,
  "species": ["Pt", "C", "C", "C", "C", "C", "C", "N", "N", "C", "C", "C", "C", "C", "C", "H", "H", "H", "H", "H", "H", "H", "H", "H", "S", "Sb", "C", "C", "C", "C", "C", "C", "C", "C", "C", "C", "C", "C", "C", "C", "C", "C", "C", "C", "H", "H", "H", "H", "H", "H", "H", "H", "H", "H", "H", "H", "H", "H", "H", "C", "S", "O", "O", "O", "H", "H", "H", "Br", "C", "C", "C", "C", "C", "N", "H", "H", "H", "H"],
  "coordinates": [[-0.274, 0.094, 1.452], [4.925, 2.853, 1.575], [4.604, 1.498, 1.056], [3.093, 1.123, 1.105], [2.098, 2.213, 1.376], [2.571, 3.461, 1.690], [3.955, 3.755, 1.803], [0.765, 1.924, 1.373], [-0.012, 2.992, 1.447], [-1.312, 2.744, 1.642], [-2.251, 3.791, 1.681], [-3.587, 3.512, 1.860], [-4.018, 2.201, 2.017], [-3.103, 1.152, 1.982], [-1.758, 1.397, 1.795], [5.969, 3.116, 1.667], [5.034, 1.390, 0.056], [1.892, 0.621, -0.524], [1.850, 4.229, 1.907], [4.217, 4.752, 2.118], [-1.897, 4.803, 1.579], [-4.309, 4.315, 1.884], [-5.065, 1.984, 2.167], [-3.466, 0.141, 2.109], [-1.699, -1.935, 1.492], [-1.639, -1.224, -0.714], [-1.507, -2.980, -1.924], [-2.584, -3.371, -2.703], [-2.512, -4.543, -3.436], [-1.364, -5.316, -3.396], [-0.286, -4.921, -2.619], [-0.360, -3.756, -1.875], [-3.628, -0.489, -1.023], [-4.642, -1.225, -0.429], [-5.949, -0.780, -0.485], [-6.241, 0.413, -1.126], [-5.230, 1.142, -1.728], [-3.920, 0.693, -1.681], [-0.338, 0.198, -1.706], [0.644, -0.230, -2.581], [1.478, 0.705, -3.179], [1.343, 2.051, -2.884], [0.365, 2.473, -1.999], [-0.486, 1.547, -1.418], [-3.479, -2.764, -2.731], [-3.357, -4.855, -4.031], [-1.312, -6.232, -3.964], [0.609, -5.524, -2.584], [0.469, -3.457, -1.245], [-4.400, -2.146, 0.091], [-6.735, -1.355, -0.017], [-7.257, 0.777, -1.151], [-5.458, 2.072, -2.228], [-3.137, 1.268, -2.157], [0.760, -1.284, -2.798], [2.234, 0.377, -3.876], [1.997, 2.773, -3.346], [0.265, 3.517, -1.746], [-1.263, 1.877, -0.742], [0.918, -2.469, 3.202], [1.907, -2.097, 1.753], [2.835, -1.041, 2.476], [2.678, -3.241, 1.398], [1.139, -1.541, 0.660], [1.638, -2.755, 3.960], [0.232, -3.277, 2.974], [0.370, -1.572, 3.493], [3.073, 1.098, 4.030], [3.429, 0.211, 2.317], [4.929, 0.253, 1.935], [5.274, -0.939, 1.130], [4.546, -1.322, 0.026], [3.432, -0.714, -0.523], [2.753, 0.378, -0.063], [5.616, 0.410, 2.766], [6.079, -1.565, 1.473], [4.861, -2.219, -0.485], [2.993, -1.152, -1.402]]
}

# 2
{
  "formula": "C36H32BF5N6P2Pd",
  "method": "the ωB97M-V functional and the def2-TZVPD basis",
  "spin_multiplicity": 1,
  "de_lowest_ev": 0.0000,
  "orbital_gap_ha": 0.2037,
  "charge": -2,
  "species": ["Pd", "C", "C", "N", "N", "C", "B", "N", "C", "C", "C", "N", "N", "C", "C", "C", "N", "H", "H", "H", "H", "H", "H", "H", "H", "H", "H", "C", "P", "C", "C", "C", "C", "C", "C", "C", "C", "C", "C", "C", "C", "P", "C", "C", "C", "C", "C", "C", "C", "C", "C", "C", "C", "C", "H", "H", "H", "H", "H", "H", "H", "H", "H", "H", "H", "H", "H", "H", "H", "H", "H", "H", "H", "H", "H", "H", "F", "C", "F", "C", "F", "F", "F"],
  "coordinates": [[12.517, 9.996, 10.600], [8.481, 10.007, 8.985], [9.210, 11.187, 9.193], [9.509, 11.321, 10.464], [9.091, 10.225, 11.117], [8.453, 9.415, 10.210], [9.467, 9.758, 12.504], [10.127, 10.867, 13.441], [10.613, 12.117, 13.281], [10.901, 12.622, 14.544], [10.752, 11.528, 15.388], [10.228, 10.490, 14.778], [10.301, 8.510, 12.398], [10.162, 7.339, 13.063], [11.255, 6.581, 12.847], [12.000, 7.333, 11.929], [11.488, 8.518, 11.726], [8.059, 9.620, 8.033], [9.444, 12.113, 8.618], [7.902, 8.516, 10.581], [8.492, 9.359, 13.110], [10.586, 12.704, 12.378], [11.401, 13.540, 14.764], [10.977, 11.551, 16.461], [9.301, 7.245, 13.627], [11.495, 5.541, 13.095], [12.973, 7.065, 11.500], [15.760, 10.449, 10.071], [14.139, 11.285, 10.001], [14.418, 12.597, 11.344], [13.831, 12.476, 12.598], [14.077, 13.369, 13.614], [14.833, 14.538, 13.298], [15.296, 14.733, 11.998], [15.155, 13.779, 11.041], [14.196, 12.235, 8.442], [14.996, 11.787, 7.396], [14.909, 12.369, 6.150], [13.956, 13.357, 5.900], [13.200, 13.852, 6.904], [13.298, 13.251, 8.183], [16.088, 9.922, 11.836], [17.779, 10.629, 12.076], [18.896, 9.885, 11.683], [20.191, 10.424, 11.794], [20.341, 11.646, 12.461], [19.230, 12.374, 12.858], [17.943, 11.963, 12.580], [16.453, 8.091, 11.702], [15.884, 7.337, 10.632], [15.771, 5.966, 10.712], [16.347, 5.269, 11.731], [16.961, 5.958, 12.761], [16.981, 7.352, 12.830], [16.621, 11.053, 9.801], [15.806, 9.565, 9.426], [13.143, 11.624, 12.782], [13.598, 13.262, 14.545], [14.920, 15.287, 14.090], [15.789, 15.672, 11.641], [15.530, 13.964, 10.068], [15.688, 10.915, 7.563], [15.548, 12.114, 5.325], [13.969, 13.766, 4.887], [12.522, 14.682, 6.819], [12.620, 13.624, 8.992], [18.782, 8.897, 11.305], [20.963, 9.822, 11.329], [21.315, 12.071, 12.586], [19.447, 13.344, 13.272], [17.046, 12.514, 12.902], [15.461, 7.788, 9.719], [15.268, 5.442, 9.906], [16.155, 4.202, 11.781], [17.297, 5.387, 13.620], [17.316, 7.891, 13.714], [10.993, 18.237, 6.753], [10.721, 19.436, 7.551], [12.044, 19.690, 8.035], [10.137, 18.852, 8.806], [9.937, 19.868, 9.716], [8.952, 18.230, 8.557], [10.832, 17.947, 9.541]]
}

# 3
{
  "formula": "C36H32BrF3N5O4OsPSe",
  "method": "the ωB97M-V functional and the def2-TZVPD basis",
  "spin_multiplicity": 1,
  "de_lowest_ev": 1.0633,
  "orbital_gap_ha": 0.2214,
  "species": ["Os", "Br", "C", "C", "C", "C", "C", "C", "N", "N", "C", "C", "C", "C", "O", "C", "N", "C", "C", "C", "C", "H", "H", "H", "H", "H", "H", "H", "H", "H", "Se", "F", "C", "F", "F", "C", "C", "C", "N", "C", "C", "H", "H", "H", "H", "C", "O", "P", "O", "C", "O", "C", "H", "H", "H", "H", "H", "H", "H", "H", "H", "C", "C", "C", "C", "C", "C", "N", "C", "C", "C", "C", "C", "C", "H", "H", "H", "H", "H", "H", "H", "H", "H", "H"],
  "coordinates": [[0.037, 0.724, -0.580], [3.830, -5.317, 1.891], [1.984, -5.194, 2.303], [1.126, -6.213, 1.926], [-0.223, -6.098, 2.223], [-0.719, -4.955, 2.839], [0.166, -3.959, 3.256], [1.518, -4.086, 2.994], [-2.107, -4.953, 3.153], [-2.807, -3.928, 3.151], [-2.390, -2.724, 2.523], [-2.695, -1.554, 3.184], [-2.246, -0.303, 2.755], [-1.474, -0.215, 1.607], [-0.992, 0.909, 1.134], [-1.228, -1.410, 0.868], [-0.532, -1.228, -0.299], [-0.408, -2.240, -1.131], [-0.983, -3.494, -0.864], [-1.634, -3.708, 0.317], [-1.734, -2.659, 1.260], [1.506, -7.091, 1.423], [-0.914, -6.891, 1.966], [-0.193, -3.096, 3.801], [2.213, -3.326, 3.327], [-3.277, -1.638, 4.095], [-2.500, 0.600, 3.294], [0.143, -2.049, -2.043], [-0.909, -4.275, -1.607], [-2.108, -4.659, 0.516], [1.385, 3.124, 2.576], [2.223, 7.202, -2.053], [0.952, 6.907, -1.739], [0.179, 7.309, -2.762], [0.620, 7.663, -0.677], [0.766, 5.444, -1.448], [-0.508, 4.904, -1.446], [-0.657, 3.560, -1.159], [0.385, 2.765, -0.880], [1.612, 3.301, -0.875], [1.848, 4.632, -1.158], [-1.376, 5.509, -1.668], [-1.626, 3.082, -1.153], [2.422, 2.625, -0.640], [2.856, 5.019, -1.150], [1.004, 0.541, 4.925], [1.379, 0.156, 3.595], [2.055, 1.182, 2.595], [1.849, 0.400, 1.206], [2.219, -1.001, 1.143], [3.592, 0.953, 2.943], [4.614, 1.877, 2.539], [0.452, -0.297, 5.340], [0.371, 1.427, 4.888], [1.891, 0.739, 5.526], [3.145, -1.167, 1.692], [2.353, -1.236, 0.092], [1.416, -1.605, 1.560], [4.228, 2.895, 2.552], [4.967, 1.621, 1.540], [5.426, 1.773, 3.252], [1.834, 1.857, -5.100], [0.491, 2.105, -5.393], [-0.516, 1.742, -4.519], [-0.195, 1.089, -3.319], [1.156, 0.821, -3.048], [2.163, 1.224, -3.912], [-1.049, 0.774, -2.300], [-2.338, 0.288, -2.463], [-2.763, -0.375, -3.622], [-4.039, -0.913, -3.701], [-4.924, -0.816, -2.636], [-4.512, -0.157, -1.484], [-3.246, 0.395, -1.398], [2.608, 2.149, -5.796], [0.232, 2.613, -6.313], [-1.550, 1.982, -4.734], [1.410, 0.256, -2.128], [3.198, 1.012, -3.673], [-2.082, -0.487, -4.456], [-4.339, -1.426, -4.606], [-5.914, -1.247, -2.701], [-5.185, -0.067, -0.640], [-2.930, 0.908, -0.496]]
}

# 4
{
  "formula": "C36H32Cl2N4O2PY",
  "method": "the ωB97M-V functional and the def2-TZVPD basis",
  "spin_multiplicity": 1,
  "de_lowest_ev": 0.0978,
  "orbital_gap_ha": 0.2681,
  "charge": 2,
  "species": ["Y", "C", "C", "C", "C", "C", "O", "C", "N", "C", "C", "C", "C", "C", "C", "P", "C", "C", "C", "C", "C", "C", "C", "C", "C", "C", "C", "C", "H", "H", "H", "H", "H", "H", "H", "H", "H", "H", "H", "H", "H", "H", "H", "H", "H", "H", "H", "H", "H", "H", "H", "H", "Cl", "C", "C", "C", "Cl", "C", "C", "C", "C", "N", "C", "C", "O", "H", "H", "H", "H", "N", "C", "C", "C", "N", "H", "H", "H", "H"],
  "coordinates": [[0.924, -0.256, -0.362], [1.933, -3.378, -0.638], [0.505, -3.890, -0.812], [0.539, -5.407, -0.599], [-0.473, -3.245, 0.174], [-1.836, -3.934, 0.228], [-2.763, -2.837, 0.294], [-2.129, -1.722, -0.043], [-0.839, -1.833, -0.160], [-3.076, -0.579, -0.214], [-4.405, -0.980, -0.410], [-5.445, -0.073, -0.504], [-5.189, 1.279, -0.375], [-3.881, 1.698, -0.198], [-2.812, 0.806, -0.135], [-1.189, 1.622, -0.025], [-1.256, 2.811, 1.328], [-0.966, 2.365, 2.617], [-1.040, 3.244, 3.685], [-1.387, 4.570, 3.469], [-1.658, 5.023, 2.185], [-1.593, 4.147, 1.112], [-1.005, 2.558, -1.566], [0.197, 3.258, -1.721], [0.467, 3.926, -2.904], [-0.453, 3.895, -3.945], [-1.643, 3.195, -3.799], [-1.922, 2.524, -2.615], [2.589, -3.828, -1.384], [2.328, -3.637, 0.346], [2.099, -2.296, -0.742], [0.150, -3.677, -1.826], [0.816, -5.645, 0.431], [1.279, -5.864, -1.253], [-0.417, -5.882, -0.813], [-0.003, -3.244, 1.164], [-1.992, -4.559, 1.101], [-2.063, -4.497, -0.677], [-4.635, -2.031, -0.487], [-6.453, -0.433, -0.662], [-5.990, 2.005, -0.417], [-3.684, 2.760, -0.108], [-0.683, 1.333, 2.790], [-0.819, 2.897, 4.686], [-1.437, 5.256, 4.303], [-1.918, 6.059, 2.017], [-1.789, 4.508, 0.109], [0.915, 3.305, -0.907], [1.392, 4.476, -3.011], [-0.243, 4.422, -4.865], [-2.364, 3.177, -4.606], [-2.854, 1.983, -2.518], [5.874, 0.705, 0.177], [4.867, 0.143, 1.447], [5.422, -0.081, 2.727], [4.653, -0.525, 3.760], [5.355, -0.780, 5.313], [3.267, -0.784, 3.570], [2.387, -1.244, 4.564], [1.064, -1.458, 4.255], [0.625, -1.220, 2.952], [1.420, -0.788, 1.983], [2.734, -0.560, 2.283], [3.534, -0.076, 1.211], [2.910, 0.117, 0.056], [6.476, 0.111, 2.874], [2.760, -1.425, 5.563], [0.364, -1.808, 4.999], [-0.415, -1.384, 2.688], [2.339, -1.095, -3.350], [2.364, -0.894, -4.675], [1.278, -0.107, -4.989], [0.655, 0.144, -3.769], [1.299, -0.462, -2.766], [3.039, -1.555, -2.790], [3.141, -1.320, -5.287], [0.985, 0.240, -5.963], [-0.229, 0.732, -3.572]]
}